DFT (wB97M-V/def2-TZVPD) results for C20H17FNO3Pd as an isolated structure at a distorted geometry.

Summary:
Total energy = -34814.3018 eV
Molar mass = 444.78 g/mol
Highest occupied orbital energy (spin up / spin down) = -18.37 / -18.53 eV
Net charge = +3
ΔE to the lowest compared entry with this formula, charge and spin = 0.7 kcal per mole
Frontier orbital gap (spin up / spin down) = 3.98 / 4.38 eV

Each line ends with the Mulliken charge.
Positions of all 43 atoms, in Å:
Pd -0.10952 -0.00349 0.16567  0.722
C -0.95770 -1.10816 2.08533  -0.235
C -0.55129 0.22711 2.37675  -0.722
C -1.20276 1.35269 1.81209  0.056
C -2.12088 1.12793 0.79278  -0.452
C -2.43592 -0.20782 0.42535  -0.411
C -1.92422 -1.32966 1.11083  -0.105
H -0.47283 -1.92762 2.59946  0.429
H 0.22992 0.38035 3.11092  0.554
H -0.91524 2.34877 2.12009  0.405
H -2.57249 1.97495 0.29388  0.431
H -3.13962 -0.36984 -0.38202  0.548
H -2.21547 -2.34161 0.86488  0.422
C 4.41979 1.46654 -5.72099  -1.181
C 4.03257 -0.00448 -5.60392  -0.325
C 3.70331 -0.71566 -6.90036  -1.063
C 2.45574 -0.13635 -7.54621  -0.846
C 1.32115 -0.02969 -6.59401  0.763
C 0.02411 0.08605 -7.04044  -0.811
C -1.00512 0.13488 -6.11558  -0.027
F -2.22240 0.22369 -6.51287  -0.184
C -0.79949 0.07890 -4.68971  -0.432
C 0.46830 -0.01120 -4.21580  0.398
C 0.73996 -0.04962 -2.75766  1.714
O -0.19865 -0.03765 -1.95567  -0.910
C 2.14166 -0.08808 -2.36516  -0.471
C 3.09610 -0.10127 -3.34449  -0.437
N 2.81622 -0.07963 -4.68089  0.018
C 1.56418 -0.04781 -5.14892  0.364
C 2.66684 -0.16275 -0.92328  0.575
O 3.86094 -0.36002 -0.84800  -0.532
O 1.86712 -0.02930 0.06353  -0.678
H 5.28583 1.53343 -6.37998  0.390
H 4.70604 1.88494 -4.75627  0.429
H 3.61958 2.07496 -6.14451  0.398
H 4.79796 -0.55448 -5.05774  0.513
H 3.57618 -1.78529 -6.72131  0.384
H 4.55739 -0.60707 -7.56800  0.418
H 2.13325 -0.72774 -8.40600  0.587
H 2.63288 0.87495 -7.94172  0.410
H -0.21114 0.10974 -8.09840  0.615
H -1.66876 0.12319 -4.04468  0.622
H 4.14218 -0.13996 -3.06307  0.657

=====

DFT (wB97M-V/def2-TZVPD) results for one molecule with the formula C20H17N2OPS at a distorted geometry.

Summary:
Total energy = -46169.7602 eV
Molar mass = 364.41 g/mol
Highest occupied orbital energy = -8.59 eV
SMILES string = Cc1ccccc1N[P@@](=O)(c1ccccc1)c1nc2ccccc2s1
Frontier orbital gap = 8.70 eV

Each line ends with the Mulliken charge.
Positions of all 42 atoms, in Å:
C -0.99433 -1.03028 1.54045  -1.395
C 0.09168 -1.81431 0.87691  0.920
C 1.20138 -2.22918 1.60138  -0.725
C 2.20852 -2.98002 1.02333  -0.668
C 2.10868 -3.34814 -0.30661  -0.688
C 1.01986 -2.93424 -1.04944  -0.667
C 0.01994 -2.15610 -0.47500  0.358
N -1.05542 -1.72023 -1.28233  -0.122
P -1.31012 -0.10178 -1.69456  1.256
O -1.62837 -0.00243 -3.12204  -0.772
C 0.25741 0.69457 -1.23651  0.073
N 0.52927 1.29748 -0.14180  -0.028
C 1.84878 1.62127 -0.04958  -0.567
C 2.45570 2.27992 1.01769  -0.610
C 3.81001 2.52136 0.96042  -0.566
C 4.56772 2.12066 -0.14048  -0.419
C 3.98728 1.46782 -1.20873  -0.586
C 2.62503 1.21765 -1.15984  1.155
S 1.61076 0.42560 -2.32604  -0.256
H 4.57081 1.15707 -2.06068  0.397
H 5.62759 2.32471 -0.15691  0.386
H 4.29707 3.02905 1.77920  0.388
H 1.85722 2.58252 1.86191  0.458
C -2.62938 0.57564 -0.65035  0.348
C -3.78394 -0.18758 -0.55391  -0.554
C -4.88038 0.30605 0.12837  -0.657
C -4.82325 1.56705 0.70121  -0.408
C -3.67557 2.33404 0.58666  -0.693
C -2.57478 1.84313 -0.09495  -0.259
H -1.67284 2.42968 -0.18564  0.345
H -3.63895 3.31962 1.02704  0.401
H -5.67918 1.95512 1.23352  0.384
H -5.77963 -0.28656 0.21101  0.393
H -3.80552 -1.16498 -1.01729  0.378
H -1.11418 -2.24344 -2.15249  0.401
H 0.94414 -3.19994 -2.09534  0.370
H 2.87931 -3.94528 -0.77014  0.394
H 3.06218 -3.28386 1.61006  0.403
H 1.26975 -1.95760 2.64498  0.402
H -0.89343 0.02999 1.31056  0.209
H -1.97129 -1.36316 1.19592  0.288
H -0.93955 -1.15086 2.62005  0.535

=====

DFT (wB97M-V/def2-TZVPD) results for one molecule with the formula C20H17N5O5 at a distorted geometry.

Summary:
Total energy = -38702.6594 eV
Molar mass = 407.39 g/mol
Highest occupied orbital energy = -8.46 eV
ΔE to the lowest compared entry with this formula, charge and spin = 41.9 kcal per mole
SMILES string = COC(=O)C1=C(C(=O)c2ccccc2)[C@H](c2ccc(O)c(OC)c2)n2nnnc2N1
Frontier orbital gap = 8.00 eV

Each line ends with the Mulliken charge.
Positions of all 47 atoms, in Å:
C 4.13046 2.10217 -0.32186  -0.797
H 3.66835 2.83860 0.33850  0.290
H 5.05718 1.74081 0.12726  0.365
H 4.31689 2.53915 -1.29967  0.252
O 3.22874 1.02050 -0.52684  -0.192
C 3.27119 0.02228 0.34828  0.519
O 4.06420 -0.07573 1.25218  -0.633
C 2.25681 -1.03225 0.06673  1.331
C 1.15423 -0.86880 -0.69172  -0.123
C 0.70944 0.42212 -1.28522  -0.377
O 0.39967 0.50079 -2.45518  -0.690
C 0.57568 1.56713 -0.35386  0.558
C 0.58232 2.85539 -0.88742  -0.666
C 0.45204 3.95387 -0.06040  -0.645
C 0.29365 3.77599 1.30541  -0.452
C 0.25927 2.49729 1.83925  -1.079
C 0.40220 1.39424 1.01795  0.272
H 0.35224 0.40189 1.43995  0.372
H 0.11946 2.35848 2.90064  0.462
H 0.18993 4.63336 1.95370  0.429
H 0.47121 4.94961 -0.47781  0.434
H 0.70434 2.97022 -1.95392  0.486
C 0.17519 -2.00425 -0.93423  -0.169
N 0.77149 -3.23318 -0.49114  0.823
C 1.87641 -3.34711 0.28970  0.481
N 2.08417 -4.62049 0.53865  -0.521
N 1.10723 -5.26604 -0.09560  -0.561
N 0.32959 -4.47985 -0.70341  -0.862
N 2.57817 -2.24501 0.64933  -0.088
H 3.44427 -2.32683 1.16216  0.281
C -1.08954 -1.66573 -0.16654  -0.476
C -1.18552 -1.90790 1.19288  -0.533
C -2.30920 -1.50337 1.89417  -1.115
C -3.33328 -0.83533 1.24683  0.411
C -3.23376 -0.58148 -0.13434  1.287
C -2.11746 -1.00323 -0.83005  -0.153
H -2.02180 -0.81522 -1.88722  0.480
O -4.30087 0.09168 -0.67252  -0.531
C -4.27361 0.38338 -2.04970  -0.834
H -3.41563 1.01138 -2.30704  0.315
H -5.19532 0.92594 -2.25321  0.251
H -4.25044 -0.53151 -2.64888  0.327
O -4.42182 -0.42457 1.94031  -0.629
H -5.02840 0.00483 1.32103  0.350
H -2.40386 -1.69304 2.95072  0.413
H -0.39285 -2.42042 1.71776  0.374
H -0.05262 -2.07980 -2.00561  0.562

=====

DFT (wB97M-V/def2-TZVPD) results for one molecule with the formula C20H17NO5.

Summary:
Total energy = -32743.4141 eV
Molar mass = 351.36 g/mol
Highest occupied orbital energy = -8.77 eV
ΔE to the lowest compared entry with this formula, charge and spin = 19.0 kcal per mole
SMILES string = O=C(COC(=O)c1cccc(Oc2ccccc2)c1)NCc1ccco1
Frontier orbital gap = 8.95 eV

Each line ends with the Mulliken charge.
Positions of all 43 atoms, in Å:
O 0.45793 -1.08620 5.71140  -0.673
C 0.37381 -0.86955 4.52347  0.530
N 0.96722 -1.61302 3.57246  -0.065
H 0.91192 -1.31123 2.61112  0.175
C 1.87822 -2.69790 3.88519  -1.044
C 3.28385 -2.34089 3.53143  0.431
C 4.29300 -1.79256 4.26637  -0.382
C 5.38714 -1.63350 3.38073  -0.390
C 4.95938 -2.09103 2.17433  -0.498
O 3.68811 -2.51857 2.25201  -0.340
H 5.44385 -2.16589 1.22110  0.460
H 6.35289 -1.23546 3.61449  0.421
H 4.25801 -1.53956 5.30571  0.488
H 1.79562 -2.87381 4.95973  0.436
H 1.57235 -3.59207 3.33317  0.330
C -0.47348 0.28656 3.98629  -0.369
H -1.53039 0.06481 4.17928  0.316
H -0.19860 1.19708 4.52599  0.329
O -0.27925 0.51113 2.59870  -0.295
C -1.33730 0.33256 1.78008  0.654
O -2.43146 0.01500 2.16987  -0.619
C -0.98107 0.56317 0.36008  0.315
C -1.97434 0.38033 -0.59448  -0.693
C -1.69414 0.58019 -1.94169  0.418
C -0.40690 0.95036 -2.32729  -0.133
C 0.57477 1.13626 -1.36975  -0.938
C 0.30023 0.95023 -0.02787  -0.579
H 1.06576 1.10301 0.71570  0.528
H 1.56759 1.42493 -1.68050  0.395
H -0.17695 1.08158 -3.37455  0.539
O -2.69635 0.32102 -2.82632  -0.425
C -2.74244 0.96255 -4.04165  0.423
C -3.22497 0.23627 -5.12470  -0.594
C -3.35956 0.84737 -6.35710  -0.437
C -3.01419 2.17888 -6.51828  -0.507
C -2.54563 2.90291 -5.43522  -0.596
C -2.41096 2.30401 -4.19586  -0.120
H -2.06199 2.87362 -3.34663  0.476
H -2.28753 3.94504 -5.55076  0.363
H -3.11574 2.65274 -7.48261  0.381
H -3.73296 0.27926 -7.19577  0.377
H -3.49193 -0.79886 -4.98017  0.413
H -2.96350 0.07922 -0.28752  0.501